[1]
Entry from the Open Molecules 2025 dataset: C18H23Cl3N3O3S5W as an isolated structure at a distorted geometry (wB97M-V/def2-TZVPD).

Results
- Molar mass: 779.93 g mol⁻¹
- HOMO energy: -17.3 eV
- Maximum force: 0.0579 Eh/bohr
- LUMO: -11.7661 eV
- Charge: +3
- HOMO-LUMO gap: 5.55 eV

Positions of all 56 atoms, in Å:
1 W 1.022 0.309 -0.154
2 C 0.321 -2.717 2.512
3 C 0.634 -1.609 3.487
4 S 0.422 0.057 2.828
5 C -1.317 0.397 3.083
6 C -2.240 -0.369 2.161
7 S -1.781 -0.103 0.434
8 C -2.281 -1.683 -0.283
9 C -1.791 -1.779 -1.711
10 S -0.006 -1.708 -1.906
11 C 0.621 -3.332 -1.488
12 C 0.542 -3.707 -0.022
13 S 1.298 -2.449 1.036
14 H -0.731 -2.763 2.242
15 H 0.613 -3.679 2.937
16 H 1.681 -1.646 3.789
17 H 0.025 -1.685 4.389
18 H -1.405 1.476 2.941
19 H -1.559 0.185 4.125
20 H -3.259 0.006 2.269
21 H -2.250 -1.438 2.357
22 H -3.373 -1.705 -0.270
23 H -1.908 -2.480 0.352
24 H -2.159 -0.939 -2.303
25 H -2.149 -2.693 -2.186
26 H 1.657 -3.293 -1.831
27 H 0.096 -4.063 -2.104
28 H 1.104 -4.627 0.139
29 H -0.478 -3.872 0.314
30 N 2.853 2.929 3.022
31 C 2.130 2.375 2.051
32 S 2.866 1.032 1.185
33 N 0.941 2.791 1.770
34 N 0.352 2.194 0.678
35 C -0.597 2.980 0.199
36 C -1.286 2.850 -1.023
37 C -2.268 3.778 -1.409
38 C -2.795 3.722 -2.680
39 C -2.333 2.761 -3.588
40 C -1.357 1.837 -3.233
41 C -0.876 1.892 -1.948
42 O 0.059 1.016 -1.510
43 H 3.779 2.606 3.249
44 H 2.499 3.743 3.504
45 H -0.783 3.864 0.800
46 H -2.599 4.533 -0.705
47 H -3.547 4.435 -2.987
48 H -2.733 2.739 -4.594
49 H -0.969 1.113 -3.940
50 Cl 3.098 -1.431 -3.937
51 C 4.088 -0.649 -2.656
52 Cl 5.084 -1.827 -1.846
53 Cl 5.001 0.669 -3.293
54 C 3.020 -0.133 -1.707
55 O 2.481 -0.917 -0.816
56 O 2.543 1.008 -1.723

=====

[2]
Entry from the Open Molecules 2025 dataset: C18H23ClN2O2S2 as an isolated structure (wB97M-V/def2-TZVPD).

Results
- Molar mass: 398.98 g mol⁻¹
- HOMO energy: -8.5 eV
- Maximum force: 0.0190 Eh/bohr
- LUMO: -0.3242 eV
- Charge: 0
- HOMO-LUMO gap: 8.17 eV

Positions of all 48 atoms, in Å:
1 C 0.477 -1.834 -1.913
2 C 0.715 -2.509 -0.948
3 C 1.008 -3.290 0.260
4 C 0.097 -4.509 0.461
5 C -1.419 -4.241 0.382
6 C -1.875 -2.899 0.901
7 C -2.653 -2.089 0.138
8 C -3.051 -0.781 0.566
9 C -2.664 -0.270 1.760
10 C -2.971 1.164 2.167
11 C -2.540 2.156 1.072
12 C -1.158 1.905 0.473
13 Cl 0.096 1.561 1.710
14 C -1.906 -1.107 2.632
15 N -1.481 -0.819 3.858
16 S -0.674 -2.104 4.385
17 N -0.816 -3.086 3.120
18 C -1.518 -2.426 2.198
19 H 0.409 -1.165 -2.740
20 H 1.017 -2.634 1.128
21 H 2.033 -3.658 0.142
22 H 0.374 -5.270 -0.270
23 H 0.318 -4.933 1.441
24 H -1.768 -4.354 -0.643
25 H -1.926 -5.011 0.973
26 H -2.949 -2.428 -0.847
27 H -3.637 -0.174 -0.114
28 H -2.489 1.374 3.117
29 H -4.054 1.243 2.280
30 H -3.247 2.090 0.243
31 H -2.582 3.174 1.461
32 H -1.162 1.096 -0.252
33 H -0.811 2.800 -0.041
34 C 3.044 4.139 -2.153
35 C 3.286 3.406 -0.826
36 C 2.463 2.113 -0.865
37 S 2.323 1.659 -2.596
38 O 0.934 1.744 -2.979
39 O 3.082 0.464 -2.862
40 C 3.187 3.086 -3.247
41 H 3.746 4.960 -2.298
42 H 2.034 4.554 -2.170
43 H 4.346 3.167 -0.727
44 H 3.006 4.018 0.031
45 H 2.935 1.294 -0.328
46 H 1.455 2.261 -0.489
47 H 2.740 3.367 -4.198
48 H 4.227 2.796 -3.393

=====

[3]
Entry from the Open Molecules 2025 dataset: C18H23F2N3O2 in the gas phase (wB97M-V/def2-TZVPD).

Results
- Molar mass: 351.40 g mol⁻¹
- HOMO energy: -7.6 eV
- SMILES: O=C1CCCN1CCC(=O)N1CCC[C@H](Nc2ccc(F)c(F)c2)C1
- Maximum force: 0.0147 Eh/bohr
- LUMO: 0.6895 eV
- Charge: 0
- HOMO-LUMO gap: 8.26 eV

Positions of all 48 atoms, in Å:
1 O -1.222 -0.959 -0.941
2 C -2.263 -1.496 -0.604
3 N -2.709 -1.601 0.661
4 C -2.152 -0.849 1.755
5 H -2.267 -1.430 2.676
6 C -2.843 0.519 1.910
7 C -2.869 1.220 0.558
8 O -3.796 0.999 -0.206
9 N -1.856 2.044 0.224
10 C -0.715 2.418 1.023
11 H -0.721 1.904 1.981
12 H -0.759 3.500 1.205
13 C 0.616 2.101 0.313
14 N 0.808 0.672 0.290
15 C 2.024 0.066 0.125
16 C 3.245 0.700 0.375
17 C 4.428 -0.005 0.271
18 C 4.434 -1.344 -0.084
19 C 3.232 -1.982 -0.346
20 C 2.048 -1.288 -0.244
21 H 1.114 -1.779 -0.465
22 H 3.246 -3.021 -0.633
23 F 5.596 -2.028 -0.186
24 F 5.586 0.640 0.521
25 H 3.306 1.740 0.650
26 H 0.043 0.160 -0.147
27 C 0.625 2.720 -1.094
28 H 1.527 2.400 -1.618
29 C -0.620 2.292 -1.865
30 C -1.869 2.680 -1.081
31 H -2.772 2.354 -1.597
32 H -1.906 3.768 -0.942
33 H -0.640 2.773 -2.844
34 H -0.616 1.212 -2.015
35 H 0.650 3.808 -1.006
36 H 1.413 2.548 0.916
37 H -2.359 1.098 2.693
38 H -3.885 0.361 2.196
39 H -1.087 -0.710 1.552
40 C -4.031 -2.189 0.741
41 H -4.117 -2.808 1.637
42 C -4.128 -2.988 -0.559
43 H -5.155 -3.092 -0.901
44 C -3.261 -2.175 -1.516
45 H -2.768 -2.764 -2.287
46 H -3.836 -1.382 -1.998
47 H -3.703 -3.984 -0.420
48 H -4.793 -1.401 0.770

=====

[4]
Entry from the Open Molecules 2025 dataset: C18H23F2N3O2S in the gas phase at a distorted geometry (wB97M-V/def2-TZVPD).

Results
- Molar mass: 383.46 g mol⁻¹
- HOMO energy: -7.5 eV
- SMILES: Cc1ccc(C)n1CCN1CCN(S(=O)(=O)c2ccc(F)cc2F)CC1
- Maximum force: 0.0219 Eh/bohr
- LUMO: 0.6987 eV
- Charge: 0
- HOMO-LUMO gap: 8.22 eV

Positions of all 49 atoms, in Å:
1 C 2.769 0.892 -1.027
2 C 2.427 -0.160 -2.025
3 C 2.144 0.009 -3.355
4 C 1.926 -1.266 -3.909
5 C 2.080 -2.184 -2.904
6 N 2.373 -1.504 -1.748
7 C 2.624 -2.113 -0.470
8 H 3.400 -2.880 -0.584
9 H 3.005 -1.351 0.210
10 C 1.394 -2.797 0.175
11 N 0.335 -1.956 0.680
12 C 0.721 -1.079 1.768
13 C -0.536 -0.496 2.411
14 N -1.337 0.202 1.425
15 S -0.816 1.737 1.026
16 O -0.679 1.891 -0.393
17 O 0.275 2.133 1.863
18 C -2.265 2.702 1.498
19 C -2.730 2.685 2.800
20 C -3.831 3.429 3.186
21 C -4.457 4.197 2.218
22 C -4.019 4.235 0.904
23 C -2.913 3.479 0.555
24 H -2.528 3.475 -0.452
25 H -4.536 4.847 0.183
26 F -5.527 4.925 2.571
27 H -4.187 3.413 4.203
28 F -2.114 1.926 3.716
29 C -1.676 -0.645 0.300
30 C -0.419 -1.241 -0.335
31 H -0.702 -1.945 -1.121
32 H 0.148 -0.418 -0.791
33 H -2.208 -0.034 -0.429
34 H -2.331 -1.438 0.669
35 H -0.270 0.218 3.188
36 H -1.153 -1.292 2.835
37 H 1.277 -1.661 2.506
38 H 1.345 -0.233 1.436
39 H 0.943 -3.480 -0.546
40 H 1.759 -3.391 1.019
41 C 1.995 -3.669 -2.999
42 H 1.017 -4.043 -2.691
43 H 2.754 -4.153 -2.386
44 H 2.149 -3.964 -4.034
45 H 1.692 -1.487 -4.932
46 H 2.105 0.946 -3.874
47 H 1.955 1.076 -0.323
48 H 3.668 0.639 -0.463
49 H 2.953 1.822 -1.558

=====

[5]
Entry from the Open Molecules 2025 dataset: a 3-piece molecular cluster, C18H23F4S overall at a distorted geometry (wB97M-V/def2-TZVPD).

Results
- Molar mass: 347.44 g mol⁻¹
- HOMO energy: -11.2 eV
- Maximum force: 0.1083 Eh/bohr
- LUMO: -3.8765 eV
- Charge: +1
- HOMO-LUMO gap: 7.34 eV

Positions of all 46 atoms, in Å:
1 C 1.506 0.262 1.137
2 C 0.797 -0.989 1.969
3 F 1.554 -2.250 1.754
4 C -0.821 -1.143 1.578
5 S -1.705 0.174 2.605
6 C -3.413 0.558 1.940
7 C -4.307 -0.779 1.556
8 C -5.900 -0.275 1.637
9 F -5.904 1.057 0.924
10 F -6.350 -0.085 3.061
11 F -6.815 -1.212 0.910
12 H 2.095 0.920 1.939
13 H 0.734 0.954 0.591
14 H 2.329 -0.167 0.389
15 H 0.791 -0.636 3.108
16 H -1.139 -2.219 1.913
17 H -1.033 -0.993 0.436
18 H -0.975 1.394 2.433
19 H -3.277 1.199 0.944
20 H -3.992 1.188 2.770
21 H -4.092 -1.103 0.445
22 H -4.111 -1.703 2.246
23 C 0.036 3.830 -0.764
24 C -1.109 3.057 -0.578
25 C -1.864 2.651 -1.678
26 C -1.467 3.010 -2.966
27 C -0.319 3.780 -3.152
28 C 0.430 4.194 -2.051
29 H 0.622 4.149 0.094
30 H -1.415 2.771 0.426
31 H -2.760 2.054 -1.532
32 H -2.052 2.690 -3.824
33 H -0.009 4.059 -4.156
34 H 1.322 4.798 -2.196
35 C 5.069 -2.557 -2.315
36 C 3.817 -3.163 -2.412
37 C 3.134 -3.543 -1.257
38 C 3.700 -3.308 -0.003
39 C 4.951 -2.699 0.094
40 C 5.638 -2.328 -1.062
41 H 5.603 -2.264 -3.215
42 H 3.373 -3.339 -3.388
43 H 2.161 -4.021 -1.333
44 H 3.165 -3.600 0.897
45 H 5.391 -2.515 1.071
46 H 6.615 -1.858 -0.986

=====

[6]
Entry from the Open Molecules 2025 dataset: C18H23F9N4O5S3V as an isolated structure at a distorted geometry (wB97M-V/def2-TZVPD).

Results
- Molar mass: 693.53 g mol⁻¹
- HOMO energy (alpha / beta): -14.1 / -14.3 eV
- 2S+1: 2
- Maximum force: 0.0717 Eh/bohr
- ⟨S²⟩: 0.7656
- LUMO (alpha / beta): -7.9675 / -7.4131 eV
- Charge: +2
- HOMO-LUMO gap (alpha / beta): 6.13 / 6.88 eV

Positions of all 63 atoms, in Å:
1 V 0.022 -1.226 -0.931
2 F 1.026 -5.289 -0.609
3 C 1.701 -4.201 -0.928
4 F 2.909 -4.500 -1.276
5 F 1.055 -3.601 -1.983
6 S 1.486 -2.982 0.484
7 O 0.049 -3.041 0.642
8 O 2.356 -3.261 1.551
9 N 1.696 -1.556 -0.235
10 S 3.020 -1.167 -1.100
11 O 2.557 -0.905 -2.429
12 O 4.080 -2.064 -0.851
13 C 3.322 0.511 -0.334
14 F 2.219 1.232 -0.619
15 F 4.366 1.125 -0.816
16 F 3.418 0.375 0.975
17 F 1.349 1.237 7.736
18 C 0.444 1.974 7.083
19 F 0.884 3.244 7.058
20 F -0.699 1.954 7.781
21 C 0.227 1.471 5.674
22 C -0.923 1.854 4.995
23 C -1.119 1.440 3.693
24 C -0.160 0.637 3.066
25 C 0.990 0.241 3.767
26 C 1.181 0.666 5.067
27 C -0.306 0.195 1.728
28 C -0.423 -0.191 0.574
29 H -1.665 2.470 5.485
30 H -2.012 1.729 3.153
31 H 1.716 -0.399 3.284
32 H 2.067 0.368 5.610
33 C -1.080 3.129 -0.631
34 N -1.319 1.989 -1.511
35 C -2.617 1.342 -1.368
36 C -0.330 1.439 -2.247
37 N -0.131 0.087 -2.245
38 N 0.391 2.224 -3.037
39 C -0.025 3.580 -3.385
40 C 1.599 1.777 -3.726
41 H -1.223 2.809 0.404
42 H -1.771 3.944 -0.849
43 H -0.058 3.482 -0.729
44 H -3.382 2.113 -1.456
45 H -2.737 0.844 -0.407
46 H -2.754 0.620 -2.170
47 H 0.313 -0.224 -3.108
48 H -1.079 3.732 -3.177
49 H 0.141 3.727 -4.452
50 H 0.564 4.325 -2.850
51 H 1.361 1.449 -4.741
52 H 2.098 0.980 -3.187
53 H 2.288 2.616 -3.800
54 C -2.101 -4.486 -1.198
55 S -2.738 -2.822 -1.039
56 C -3.565 -2.686 -2.630
57 O -1.497 -1.902 -1.288
58 H -1.497 -4.571 -2.100
59 H -2.956 -5.162 -1.254
60 H -1.520 -4.716 -0.309
61 H -4.304 -3.484 -2.702
62 H -2.830 -2.770 -3.429
63 H -4.073 -1.725 -2.674